Entry 1:
A gas-phase ion, C4H8O2P (charge -1), computed with ωB97M-V with the def2-TZVPD basis set.

LUMO energy (alpha / beta): 0.101 / 0.101 hartree
total energy: -17659.7538 eV
frontier orbital gap (alpha / beta): 5.229 / 5.230 eV
highest occupied orbital energy (alpha / beta): -2.48 / -2.48 eV
relative energy (zero: lowest compared OMol25 entry of this formula, charge and spin): 88.0 kcal/mol
structure (SMILES): O=PCCCC[O-]

```
! RIJCOSX wB97M-V def2-TZVPD def2/J DEFGRID3
* xyz -1 1
C 1.091 1.064 1.495
C 0.436 0.861 0.084
C 0.086 -0.720 0.054
C -0.556 -1.163 -1.266
O -3.085 -0.663 -1.003
O 2.213 0.306 1.499
P -1.969 0.085 -1.656
H 1.524 2.150 1.566
H -0.616 1.189 -0.064
H 1.100 1.177 -0.724
H 0.873 -1.322 0.426
H -0.651 -0.816 0.728
H 0.204 -0.960 -2.162
H -1.055 -2.091 -1.369
H 0.406 0.901 2.393
*
```

---

Entry 2:
2 unconnected molecules or ions with the total composition C2H7NO2, computed with ωB97M-V with the def2-TZVPD basis set.

LUMO energy: 0.023 hartree
total energy: -7772.3675 eV
frontier orbital gap: 10.361 eV
highest occupied orbital energy: -9.75 eV
relative energy (zero: lowest compared OMol25 entry of this formula, charge and spin): 26.7 kcal/mol
structure (SMILES): NC=O.CO

```
! RIJCOSX wB97M-V def2-TZVPD def2/J DEFGRID3
* xyz 0 1
C -0.333 -2.055 -0.169
O -0.384 -0.967 -1.080
H -0.569 -1.671 0.820
H -1.074 -2.820 -0.396
H 0.638 -2.567 -0.198
H -0.386 -1.233 -1.999
C 1.012 1.821 0.540
N -0.329 1.955 0.453
O 1.779 2.707 0.837
H 1.318 0.795 0.288
H -0.735 2.867 0.589
H -0.937 1.168 0.316
*
```

---

Entry 3:
A gas-phase ion, C4H6NS (charge +1), computed with ωB97M-V with the def2-TZVPD basis set.

LUMO energy: -0.190 hartree
total energy: -16560.1163 eV
frontier orbital gap: 7.988 eV
highest occupied orbital energy: -13.15 eV
relative energy (zero: lowest compared OMol25 entry of this formula, charge and spin): 56.6 kcal/mol
structure (SMILES): C#[N+][C@H](C)C=S

```
! RIJCOSX wB97M-V def2-TZVPD def2/J DEFGRID3
* xyz 1 1
C 1.274 -0.447 1.864
C 0.704 0.722 -1.188
C -1.261 -0.702 -0.400
C -0.314 0.372 0.118
N 0.583 0.026 1.067
S 1.077 2.230 -1.693
H 1.941 -0.654 2.711
H 1.196 -0.215 -1.498
H -0.785 -1.534 -0.678
H -1.911 -0.223 -1.120
H -1.896 -0.978 0.435
H -0.609 1.403 0.381
*
```

---

Entry 4:
2 unconnected molecules or ions with the total composition C4H8O, computed with ωB97M-V with the def2-TZVPD basis set.

LUMO energy: 0.034 hartree
total energy: -6320.9302 eV
frontier orbital gap: 9.888 eV
highest occupied orbital energy: -8.97 eV
relative energy (zero: lowest compared OMol25 entry of this formula, charge and spin): 97.7 kcal/mol

```
! RIJCOSX wB97M-V def2-TZVPD def2/J DEFGRID3
* xyz 0 1
C -1.472 0.483 0.263
C -0.960 -0.899 0.527
O -0.481 -1.651 -0.624
C 0.394 -1.469 0.327
C 1.756 0.516 -0.452
H -1.409 1.101 1.165
H -2.526 0.435 -0.039
H -0.903 0.968 -0.533
H -1.566 -1.507 1.197
H 1.620 -0.551 0.014
H 1.289 0.633 -1.449
H 1.420 1.369 0.169
H 2.837 0.573 -0.565
*
```

---

Entry 5:
11 unconnected molecules or ions with the total composition CH25O13, computed with ωB97M-V with the def2-TZVPD basis set.

LUMO energy: -0.447 hartree
total energy: -28025.0319 eV
frontier orbital gap: 6.969 eV
highest occupied orbital energy: -19.13 eV
relative energy (zero: lowest compared OMol25 entry of this formula, charge and spin): 95.0 kcal/mol

```
! RIJCOSX wB97M-V def2-TZVPD def2/J DEFGRID3
* xyz 3 1
O -1.510 1.569 2.610
H -2.185 0.897 2.492
H -0.890 1.561 1.877
H -1.069 1.400 3.446
O -1.013 -2.847 0.311
H -0.459 -2.073 0.186
H -1.888 -2.480 0.458
H -0.707 -3.294 1.103
O -1.199 3.240 -1.250
H -0.838 4.027 -0.835
H -2.131 3.282 -1.023
H -0.843 2.470 -0.801
O 1.898 -0.819 2.607
H 1.423 -0.462 3.360
H 1.981 -1.769 2.710
H 1.451 -0.640 1.776
O -3.457 -0.545 -0.970
H -2.544 -0.251 -1.018
H -3.918 0.238 -0.662
H -3.546 -1.272 -0.349
C -0.240 0.285 -0.009
O -0.940 0.128 -1.039
O 0.412 -0.648 0.441
O -0.242 1.436 0.438
O 2.084 -3.195 -0.152
H 2.249 -3.370 0.775
H 2.230 -2.253 -0.248
O 2.177 2.754 1.196
H 1.752 3.606 1.097
H 1.596 2.142 0.744
O 0.802 1.461 -2.793
H 1.492 0.883 -3.119
H 0.328 0.931 -2.152
O 0.147 -1.607 -2.854
H 0.891 -1.810 -2.286
H -0.409 -1.034 -2.326
O 2.697 -0.774 -1.073
H 2.521 -0.711 -2.011
H 1.896 -0.456 -0.656
*
```

---

Entry 6:
C4H12N2S in the gas phase, computed with ωB97M-V with the def2-TZVPD basis set.

LUMO energy: 0.036 hartree
total energy: -18157.5324 eV
frontier orbital gap: 9.864 eV
highest occupied orbital energy: -8.88 eV
relative energy (zero: lowest compared OMol25 entry of this formula, charge and spin): 11.2 kcal/mol
structure (SMILES): CNC[C@@H](N)CS

```
! RIJCOSX wB97M-V def2-TZVPD def2/J DEFGRID3
* xyz 0 1
N 0.858 -0.588 1.349
C 0.870 0.126 0.089
C 1.946 -0.368 -0.857
S 3.616 0.358 -0.380
C -0.527 -0.096 -0.533
N -1.540 0.400 0.365
C -2.937 0.163 -0.014
H 0.204 -0.128 1.961
H 1.756 -0.686 1.787
H 0.985 1.214 0.180
H 2.054 -1.447 -0.766
H 1.809 -0.034 -1.879
H 3.543 -0.014 0.918
H -0.703 -1.129 -0.816
H -0.554 0.471 -1.486
H -1.447 1.406 0.401
H -3.262 0.869 -0.791
H -3.663 0.366 0.773
H -3.008 -0.884 -0.299
*
```

---

- Number 1 is which compound?
  C4H8O2P